This record from OMol25 describes a structure of composition C2H4N4O2. The level of theory is the ωB97M-V functional and the def2-TZVPD basis.

Relative energy (zero: lowest compared OMol25 entry of this formula, charge and spin), kJ/mol: 648.3
2S+1: 1
LUMO energy, eV: 0.08
HOMO level, eV: -8.98

Last column: Löwdin charge in e.
Positions of all 12 atoms, in Å:
N  1.88401  -1.06656  -0.13354  0.032
N  -0.60771  1.20279  -0.19944  0.071
H  -0.93972  2.13546  -0.55625  0.184
H  2.33347  0.43578  -0.04038  0.252
H  -2.96517  -0.92352  0.06136  0.213
C  0.60912  -0.68281  -0.26062  -0.465
O  -2.63388  0.11038  0.11102  0.059
N  -0.59668  -1.23169  0.22503  0.190
N  0.59868  0.70490  -0.53607  -0.163
O  1.48598  1.47084  0.57346  -0.225
H  2.12837  -2.05938  0.62437  0.209
C  -1.29647  -0.09621  0.13105  -0.358

Atomic forces in eV per Å
N -0.810 -2.343 2.069
N -2.825 -4.721 0.522
H 0.187 -1.976 0.358
H -1.358 0.622 2.285
H 0.523 3.782 0.346
C 3.622 -0.592 3.001
O 0.217 -5.502 0.420
N -0.047 3.766 -1.725
N 1.576 2.930 1.712
O 1.519 -4.433 -4.240
H -1.415 4.132 -3.349
C -1.189 4.335 -1.400

=====

This record from OMol25 describes an isolated molecule of C2H4N4O2. The level of theory is the ωB97M-V functional and the def2-TZVPD basis.

Relative energy (zero: lowest compared OMol25 entry of this formula, charge and spin), kJ/mol: 342.0
SMILES: Nn1[nH]nc(O)c1=O
2S+1: 1
LUMO energy, eV: 0.09
HOMO level, eV: -9.05

Last column: Löwdin charge in e.
Positions of all 12 atoms, in Å:
H  -2.55861  -0.89355  -1.73579  0.094
N  -1.29543  0.80069  -0.57154  0.133
H  1.23383  -0.60167  1.76522  0.115
N  1.51468  0.43405  1.46419  0.048
C  0.22834  -0.75617  -0.24320  -0.409
H  2.64363  0.61660  1.41541  0.140
O  -1.75622  -1.30493  -1.47586  0.119
N  -0.18213  1.28473  0.17323  -0.076
N  0.89012  0.43625  0.05073  -0.084
H  -0.25662  2.29467  -0.24104  0.174
C  -1.14059  -0.44852  -0.62254  -0.338
O  0.67900  -1.86214  0.02119  0.084

Atomic forces in eV per Å
H -1.432 0.521 -0.576
N -0.145 0.498 1.605
H 1.673 2.596 -0.507
N 1.423 -2.136 -1.333
C 1.350 -3.355 1.623
H -3.777 -1.267 -0.328
O 0.704 -0.334 1.524
N -3.917 4.991 -1.738
N 0.786 0.495 2.285
H 1.988 -2.209 1.063
C 1.430 -0.658 -3.124
O -0.083 0.859 -0.495

=====

This record from OMol25 describes an isolated molecule of C2H4N4OS. The level of theory is the ωB97M-V functional and the def2-TZVPD basis.

Relative energy (zero: lowest compared OMol25 entry of this formula, charge and spin), kJ/mol: 329.3
SMILES: O/N=c1/cn[nH]n1S
2S+1: 1
LUMO energy, eV: 0.36
HOMO level, eV: -8.23

Last column: Löwdin charge in e.
Positions of all 12 atoms, in Å:
N  -2.25985  -0.22017  -0.01547  0.043
C  -1.50411  -1.18757  -0.36035  -0.078
N  -1.52937  0.77152  0.55105  -0.075
O  2.04740  -1.01508  0.43906  -0.169
H  1.71391  1.89293  0.63214  -0.118
H  2.76309  -1.66777  0.08891  0.130
N  0.91130  -1.65321  -0.24472  0.046
H  -1.77671  1.71094  0.24802  0.119
N  -0.17164  0.44190  0.41793  -0.416
H  -1.87856  -2.06960  -0.85647  0.113
S  0.86035  1.58032  -0.38171  0.819
C  -0.09915  -0.88097  -0.05286  -0.415

Atomic forces in eV per Å
N -0.848 0.454 -0.349
C 0.638 -0.200 -0.067
N -0.407 -0.335 0.206
O 1.313 -2.766 -2.127
H -0.480 -0.271 -0.171
H -1.573 1.939 1.187
N 0.071 1.382 1.595
H 0.151 -0.290 -0.027
N 2.042 0.095 -0.019
H -0.020 -0.013 0.208
S -0.186 0.112 0.340
C -0.701 -0.106 -0.777

=====

This record from OMol25 describes an isolated molecule of C2H4N4OS. The level of theory is the ωB97M-V functional and the def2-TZVPD basis.

Relative energy (zero: lowest compared OMol25 entry of this formula, charge and spin), kJ/mol: 171.6
SMILES: Nc1nc(=S)on1N
2S+1: 1
LUMO energy, eV: -0.07
HOMO level, eV: -8.42

Last column: Löwdin charge in e.
Positions of all 12 atoms, in Å:
N  -1.82082  1.59139  0.41510  0.059
N  -1.11386  0.61923  -0.37701  -0.127
N  0.17384  -1.24220  -0.11381  0.127
C  0.97444  -0.16044  -0.21010  -0.890
H  -1.19893  2.19181  1.10178  0.143
O  0.21521  1.01987  -0.43508  -0.075
S  2.57251  -0.03415  0.19344  0.629
C  -1.02528  -0.71534  0.05070  -0.387
N  -2.15487  -1.44818  0.08272  0.197
H  -1.93967  2.30214  -0.36016  0.103
H  -3.04843  -1.06925  0.20727  0.089
H  -1.97976  -2.42428  0.34412  0.132

Atomic forces in eV per Å
N 0.526 2.314 -1.129
N -0.001 0.615 2.034
N -1.474 0.754 0.952
C 1.625 1.411 1.020
H -0.810 -2.319 -1.462
O 1.736 -1.125 -0.330
S -0.853 -0.028 -0.832
C -0.666 -0.883 -2.535
N 2.006 -1.459 0.809
H -0.576 -0.721 1.424
H -1.079 0.729 0.268
H -0.435 0.712 -0.217

=====

no.,strongest force on any atom (eV Å⁻¹)
1,6.32
2,6.58
3,3.73
4,2.86